Entry 1:
54
Properties=species:S:1:pos:R:3:forces:R:3 method="wB97M-V/def2-TZVPD" homo_energy_ha=-0.415 total_charge=+1 gap_ev=7.32 e_tot_ev=-59778.7028 relative_energy_kj_mol=0.0
Al -0.2080 0.1106 0.1145 0.63 0.12 0.12
Cl 0.6349 -6.1027 3.4657 -0.02 0.03 -0.02
C 0.1203 -4.6516 2.6750 0.00 -0.05 0.05
C -1.0689 -4.0271 3.0789 -0.07 0.02 0.05
C -1.5065 -2.8775 2.4683 -0.03 -0.06 0.04
C -0.7605 -2.2795 1.4390 0.07 0.12 -0.13
O -1.1968 -1.1709 0.8819 -0.16 -0.17 0.04
C 0.4389 -2.9242 1.0301 0.06 0.03 -0.07
C 1.1022 -2.4969 -0.1656 -0.07 -0.17 0.06
N 0.9222 -1.3321 -0.6935 -0.01 0.24 -0.16
C 1.1946 -1.0937 -2.0693 -0.15 -0.04 0.18
C 2.2222 -1.5816 -2.8208 0.13 -0.05 -0.06
C 2.2637 -1.3170 -4.2097 0.01 -0.01 0.02
C 1.2825 -0.5885 -4.8207 0.00 0.04 -0.01
C 0.2155 -0.0542 -4.0570 -0.01 -0.01 -0.09
C -0.8519 0.7082 -4.5927 0.06 -0.01 -0.08
C -1.8280 1.1859 -3.7684 -0.06 0.02 0.04
C -1.7442 0.9390 -2.3849 0.03 -0.03 0.02
N -0.7735 0.2246 -1.8560 0.00 -0.04 -0.03
C 0.1937 -0.2951 -2.6797 -0.11 0.03 0.19
C 0.8500 -4.1251 1.6493 0.07 0.01 -0.07
H -1.6477 -4.4698 3.8795 0.01 0.01 -0.02
H -2.4326 -2.4039 2.7663 0.02 -0.01 0.00
H 1.6990 -3.2368 -0.7007 -0.01 0.00 0.00
H 3.0066 -2.1761 -2.3663 -0.03 0.02 -0.01
H 3.0835 -1.7138 -4.7933 -0.01 0.01 0.02
H 1.3124 -0.4054 -5.8877 0.00 -0.01 0.03
H -0.8810 0.9064 -5.6577 0.00 -0.01 0.03
H -2.6528 1.7698 -4.1498 0.00 0.00 0.01
H -2.4714 1.3529 -1.6967 0.01 -0.01 0.00
H 1.7465 -4.6303 1.3069 -0.04 0.04 0.01
N 1.1996 1.5557 -0.4093 -0.06 -0.04 0.07
C 2.6659 1.2816 -0.3199 -0.08 0.01 0.04
C 3.2951 1.9166 0.9056 -0.02 0.06 0.04
C 2.9643 1.2489 2.2384 0.01 -0.09 -0.01
C 1.5186 1.3200 2.7075 -0.05 0.07 -0.12
N 0.6308 0.3051 2.0720 -0.17 -0.12 -0.11
H 0.9824 1.9276 -1.3291 0.03 -0.07 -0.04
H 0.9570 2.3308 0.2117 0.08 0.00 -0.05
H 3.1460 1.6574 -1.2214 0.02 0.03 -0.03
H 2.8245 0.2023 -0.2959 -0.02 0.00 -0.01
H 3.0187 2.9764 0.9432 0.02 -0.02 0.01
H 4.3772 1.8907 0.7704 0.02 0.00 0.00
H 3.5704 1.7295 3.0073 0.01 -0.01 0.02
H 3.2852 0.1995 2.2184 0.01 0.03 -0.01
H 1.0876 2.3064 2.5230 0.04 -0.07 0.01
H 1.4893 1.1611 3.7849 -0.01 0.03 0.04
H -0.2813 0.3816 2.5268 0.05 0.05 0.05
H 0.9599 -0.6217 2.3395 0.08 0.02 0.03
F -2.6731 3.3286 0.8462 0.22 -0.01 0.12
B -1.4970 2.8814 1.3140 -0.06 -0.12 -0.13
F -1.4281 2.4774 2.6083 -0.02 0.09 -0.07
F -0.3735 3.5518 0.8701 -0.18 -0.02 0.13
F -1.3322 1.4300 0.5119 -0.27 0.14 -0.13



Entry 2:
17
Properties=species:S:1:pos:R:3:forces:R:3 method="wB97M-V/def2-TZVPD" homo_energy_ha=-0.304 gap_ev=8.94 e_tot_ev=-18122.3058 smiles="CCNCC(N)=S" relative_energy_kj_mol=316.4
C -1.5983 0.0197 0.1761 -4.48 -2.85 8.56
C -1.0280 0.9727 -0.5764 1.79 7.84 -1.55
C 1.0855 -0.0447 -0.8502 2.59 -0.12 -0.33
C 1.2340 -1.2138 0.2481 -0.72 3.89 -0.32
H -2.7704 0.3013 0.5194 2.96 -1.23 -1.55
H -1.4671 -0.9445 -0.2863 -0.33 -0.81 0.72
H -1.1003 0.1484 1.3206 -1.49 -0.99 -2.95
H -1.4755 1.9990 -0.3190 0.52 -1.21 -0.68
H -1.1973 0.7351 -1.5625 -0.75 0.01 -2.86
H 0.6997 2.0674 -0.9278 -0.50 -2.88 1.20
H 2.0703 0.5466 -0.9549 -0.36 -2.46 -0.35
H 0.7730 -0.6292 -1.8356 0.42 1.51 1.76
H 1.2044 -1.5628 2.2347 0.14 -1.16 0.50
H 0.4739 0.0282 1.8863 3.14 -3.19 -1.82
N 0.4078 1.1346 -0.4190 -1.02 1.96 -0.59
N 1.1626 -0.8749 1.5332 -2.73 5.15 1.70
S 1.5256 -2.6832 -0.1866 0.82 -3.46 -1.44



Entry 3:
35
Properties=species:S:1:pos:R:3:forces:R:3 method="wB97M-V/def2-TZVPD" homo_energy_ha=-0.469 total_charge=+1 gap_ev=7.75 e_tot_ev=-120929.7419 smiles="CCP(C)[n+]1c(Br)c(C)c(S(=O)(=O)F)c(I)c1CCF" relative_energy_kj_mol=0.0
C 3.2212 -1.6144 2.0479 0.08 -0.08 -0.19
C 2.5954 -0.9729 0.8097 -0.11 0.04 0.21
P 1.6096 0.5471 1.1797 0.36 0.12 0.18
C 1.0459 0.4967 2.9203 -0.19 -0.41 -0.42
N 0.0235 0.2624 0.2172 -0.59 -0.35 -0.07
C -0.8084 -0.8198 0.3324 0.42 0.52 -0.15
Br -0.4007 -2.1881 1.5294 0.36 0.10 0.33
C -1.9757 -0.9646 -0.4046 0.02 0.03 -0.02
C -2.7404 -2.2535 -0.2755 0.06 -0.05 -0.23
C -2.3264 0.1070 -1.2367 0.11 0.15 0.07
S -3.9779 0.0143 -1.9785 0.21 0.08 0.13
O -4.8373 -0.6300 -1.0570 0.05 0.16 -0.15
O -4.3309 1.2106 -2.6346 -0.07 -0.05 0.01
F -3.5742 -1.0218 -3.0745 -0.19 -0.09 -0.13
C -1.4543 1.1806 -1.4405 -0.07 -0.04 -0.03
I -1.7021 2.6451 -2.9153 -0.16 -0.12 -0.12
C -0.2762 1.2550 -0.6775 0.01 -0.27 0.16
C 0.6845 2.3942 -0.8308 0.06 0.23 -0.04
C 1.8499 2.0571 -1.7676 -0.11 0.06 0.02
F 2.2733 3.2222 -2.3723 0.01 -0.11 0.09
H 3.7898 -0.8920 2.6308 -0.01 0.04 0.09
H 2.4846 -2.0901 2.6875 -0.10 0.02 0.09
H 3.9172 -2.3879 1.7286 0.04 -0.01 0.00
H 2.0237 -1.6983 0.2371 -0.02 -0.06 -0.06
H 3.3919 -0.5981 0.1675 0.00 -0.04 -0.13
H 1.7056 1.1757 3.4545 -0.03 0.08 0.09
H 0.0238 0.8699 2.9647 0.00 0.18 0.09
H 1.0714 -0.4847 3.3704 0.02 -0.14 0.17
H -2.0341 -3.0810 -0.2848 -0.02 0.00 0.04
H -3.4328 -2.4169 -1.0883 -0.06 0.03 0.05
H -3.2838 -2.2717 0.6667 -0.11 -0.07 0.02
H 1.0454 2.7223 0.1387 0.06 0.03 -0.05
H 0.1748 3.2355 -1.2839 -0.10 0.01 0.04
H 1.5354 1.3581 -2.5460 0.02 0.04 -0.08
H 2.6882 1.6317 -1.2150 0.05 -0.02 -0.01